[1]
# C40H30ClN17O4Ti

A molecular structure, C40H30ClN17O4Ti in a non-equilibrium geometry (wB97M-V/def2-TZVPD, the OMol25 dataset).

```
! RIJCOSX wB97M-V def2-TZVPD def2/J DEFGRID3
* xyz 0 1
Ti 0.01763 0.44336 0.27511
C -2.10006 -5.26046 -2.00917
C -1.77198 -4.17482 -1.02456
C -2.77365 -3.44389 -0.39110
C -2.46667 -2.38042 0.43816
C -1.14782 -2.02062 0.68406
N -0.83259 -0.86646 1.45764
C -1.11792 -0.94456 2.81857
C -1.32093 -2.19176 3.41949
C -1.57187 -2.33138 4.76907
C -1.64493 -1.22153 5.59917
C -1.91727 -1.34293 7.07208
C -1.45527 0.02073 5.01554
C -1.18124 0.17373 3.66287
N -1.00605 1.50371 3.17518
C -0.90180 2.63460 3.90273
C -0.90924 3.69895 3.03362
C -1.00638 3.11675 1.77041
N -1.05129 1.79228 1.86205
C -0.14755 -2.77779 0.07709
C -0.45150 -3.82487 -0.77757
N 1.21740 -2.43177 0.27866
C 2.27291 -3.26032 0.40779
C 3.38508 -2.48637 0.62838
C 2.90918 -1.17030 0.63151
N 1.60347 -1.14660 0.41875
H -3.11814 -5.61998 -1.87285
H -1.42056 -6.10644 -1.90983
H -2.01218 -4.88457 -3.02973
H -3.81013 -3.69106 -0.57768
H -3.25182 -1.80084 0.90673
H -1.26341 -3.07610 2.80056
H -1.71326 -3.32271 5.18048
H -2.16442 -2.36932 7.33798
H -2.74956 -0.70773 7.37540
H -1.04732 -1.04688 7.65883
H -1.53673 0.89543 5.64285
H -0.82345 2.61754 4.97131
H -0.83720 4.74124 3.27991
H -1.02719 3.58597 0.80083
H 0.35111 -4.34578 -1.28516
H 2.14304 -4.32638 0.36050
H 4.39478 -2.81830 0.77964
H 3.45692 -0.25445 0.77236
O -0.09075 -2.40681 -5.17190
C 1.20806 -2.14761 -5.32257
O 1.85826 -2.64804 -6.20140
C 1.82681 -1.26681 -4.29233
C 3.14651 -0.85336 -4.28337
Cl 4.38875 -1.08028 -5.41627
N 3.33897 -0.09740 -3.17470
N 2.21347 0.01297 -2.45375
C 1.30226 -0.67226 -3.12212
C -0.06361 -0.78121 -2.58194
O -0.97549 -1.26917 -3.23254
O -0.20988 -0.37446 -1.36134
C 4.54045 0.50615 -2.68941
C 5.69298 -0.24968 -2.55185
C 6.82907 0.35005 -2.03214
C 6.80308 1.68192 -1.64465
C 5.63747 2.42142 -1.78456
C 4.49805 1.83731 -2.31390
H -0.44886 -1.97537 -4.35965
H 5.69957 -1.29390 -2.83076
H 7.73387 -0.23093 -1.92084
H 7.69009 2.14210 -1.23316
H 5.61614 3.46005 -1.48583
H 3.58450 2.39868 -2.44918
N 2.28693 3.16896 0.04515
C 2.31280 2.37931 1.16052
N 3.08666 2.56581 2.20730
N 2.71665 1.58502 3.06350
N 1.79460 0.85528 2.56858
N 1.50859 1.32661 1.31624
C 1.25457 3.10010 -0.85878
N 1.11977 3.93232 -1.86702
N -0.00807 3.50898 -2.48329
N -0.50561 2.49754 -1.89466
N 0.28269 2.18333 -0.81424
H 2.86204 3.99491 0.03731
N -2.23219 0.86249 -0.29421
C -3.21915 1.40010 -0.51447
C -4.42377 2.08894 -0.87775
C -4.60400 2.47967 -2.20077
C -5.76115 3.15518 -2.54863
C -6.72099 3.43419 -1.58509
C -6.53134 3.04508 -0.26517
C -5.37873 2.37035 0.09641
H -3.83757 2.26312 -2.93188
H -5.91135 3.46771 -3.57212
H -7.62315 3.96116 -1.86436
H -7.27985 3.27020 0.48102
H -5.20828 2.06339 1.11896
*
```

Total energy   -111128.641 eV
LUMO   -0.95 eV
Energy relative to the best compared isomer or geometry (same formula, charge and spin)   12.7 kcal per mole



[2]
# C40H31AuCl6NO2P2

A molecular structure, C40H31AuCl6NO2P2 in a non-equilibrium geometry (wB97M-V/def2-TZVPD, the OMol25 dataset).

```
! RIJCOSX wB97M-V def2-TZVPD def2/J DEFGRID3
* xyz 1 1
Au -0.03200 0.18790 0.11120
C 1.55560 0.54560 3.22330
N 2.74100 -0.20090 2.97760
C 3.10740 -0.48390 1.61710
P 2.29220 0.53550 0.27800
C 2.86080 2.22940 0.55730
C 4.20720 2.57420 0.64600
C 4.55960 3.89890 0.82910
C 3.58120 4.87720 0.93820
C 2.24060 4.52980 0.89180
C 1.87630 3.20720 0.71180
C 3.16180 -0.24440 -1.10020
C 2.75150 -1.54830 -1.38320
C 3.37020 -2.26510 -2.38620
C 4.38300 -1.67340 -3.12670
C 4.75130 -0.35940 -2.88480
C 4.14200 0.36470 -1.87270
C 3.66300 -0.48700 3.97030
C 4.66400 -1.44510 3.73940
C 5.66780 -1.65400 4.66100
C 5.69860 -0.93500 5.84710
C 4.67580 -0.03780 6.11890
C 3.67250 0.18570 5.19950
P -0.07460 -0.14370 2.58220
C -0.26900 -1.85740 3.10220
C 0.21320 -2.82220 2.21780
C 0.04970 -4.16320 2.50240
C -0.63900 -4.54660 3.64230
C -1.12450 -3.58650 4.51840
C -0.93660 -2.24020 4.26350
C -1.28280 0.85920 3.44040
C -1.00670 2.12470 3.95790
C -2.04210 2.90800 4.43250
C -3.34920 2.45310 4.38720
C -3.62380 1.18700 3.89390
C -2.60280 0.39980 3.40270
H 1.60870 1.53970 2.73700
H 1.40580 0.66770 4.30100
H 2.84840 -1.52320 1.35230
H 4.19530 -0.37500 1.49670
H 4.96690 1.81100 0.56310
H 5.60140 4.17620 0.86870
H 3.86520 5.90900 1.08200
H 1.47980 5.28910 0.98390
H 0.83080 2.92400 0.68500
H 1.92540 -1.98350 -0.83120
H 3.06210 -3.27920 -2.59480
H 4.87310 -2.23740 -3.90400
H 5.51700 0.10050 -3.49190
H 4.42440 1.39390 -1.69840
H 4.65080 -2.04120 2.84210
H 6.43260 -2.38680 4.45300
H 6.50550 -1.07350 6.54900
H 4.66910 0.51210 7.04710
H 2.92270 0.92220 5.43390
H 0.68210 -2.50640 1.29510
H 0.43970 -4.91040 1.83100
H -0.81340 -5.59250 3.84540
H -1.65760 -3.89060 5.40570
H -1.31160 -1.49400 4.95080
H -0.00060 2.51290 3.99050
H -1.82190 3.88520 4.83240
H -4.15140 3.09040 4.72660
H -4.63680 0.81820 3.88520
H -2.81620 -0.56930 2.97370
Cl -1.69020 -2.75790 -0.61260
C -2.67450 -1.38060 -0.35090
C -2.06640 -0.16670 -0.06840
C -2.89290 0.91830 0.18540
Cl -2.13200 2.40750 0.59410
C -4.28070 0.83350 0.12600
Cl -5.26730 2.20030 0.43370
C -4.86370 -0.39590 -0.19280
Cl -6.56870 -0.52760 -0.29390
C -4.06180 -1.51430 -0.42630
Cl -4.78720 -3.01980 -0.80050
Cl 1.82730 0.57660 -4.59510
C 1.54200 2.16690 -3.92780
C 1.10660 2.13580 -2.39250
O 1.11710 3.23030 -1.87190
O 0.84830 1.00520 -1.95110
H 0.72860 2.65280 -4.46640
H 2.45460 2.76000 -3.97420
*
```

Total energy   -144966.899 eV
LUMO   -5.04 eV
Energy relative to the best compared isomer or geometry (same formula, charge and spin)   42.9 kcal per mole



[3]
# C40H31HfI2N9O8

A molecular structure, C40H31HfI2N9O8 (wB97M-V/def2-TZVPD, the OMol25 dataset).

```
! RIJCOSX wB97M-V def2-TZVPD def2/J DEFGRID3
* xyz 0 1
Hf -0.25529 -0.16634 -0.11878
I 2.15622 7.44002 0.73324
C 1.66567 5.41839 0.68496
C 2.66695 4.46849 0.54081
C 2.33925 3.11934 0.51057
I 3.84892 1.71887 0.24438
C 1.01468 2.70826 0.63688
O 0.65991 1.44292 0.62489
C 0.01290 3.67634 0.73924
C -1.41559 3.21993 0.78906
N -1.74879 2.33584 -0.34665
C -1.52771 2.95268 -1.64840
C -0.22935 2.51423 -2.28602
C 0.52744 3.39833 -3.03710
C 1.68880 2.95477 -3.64576
C 2.05318 1.62581 -3.50752
C 1.23876 0.80478 -2.75366
N 0.12804 1.22981 -2.13502
C 0.33840 5.02427 0.77372
H 3.70040 4.76996 0.44526
H -2.06558 4.10318 0.79598
H -1.59685 2.65389 1.70792
H -2.71793 2.05863 -0.26295
H -1.54354 4.04672 -1.59178
H -2.34168 2.66057 -2.31723
H 0.21248 4.43016 -3.11727
H 2.30264 3.64024 -4.21517
H 2.95290 1.22790 -3.95273
H 1.48419 -0.23921 -2.61857
H -0.44948 5.76208 0.86191
C -5.83082 -2.14999 4.29993
C -4.54237 -2.00115 3.53797
C -3.30757 -2.28974 4.10782
C -2.13140 -2.12119 3.40637
C -2.09941 -1.67886 2.07694
N -0.88771 -1.51543 1.38564
C 0.21026 -2.18580 2.02421
C 0.37906 -3.54900 1.81049
C 1.46598 -4.24042 2.31325
C 2.43464 -3.57416 3.05881
C 3.67023 -4.27905 3.54174
C 2.24306 -2.22514 3.32044
C 1.14609 -1.53454 2.82310
N 1.01891 -0.15459 3.14069
C 2.03169 0.72346 3.34026
C 1.47468 1.89512 3.77628
C 0.09105 1.62062 3.82466
N -0.18084 0.38682 3.44612
C -3.35138 -1.42016 1.50772
C -4.53295 -1.55434 2.22914
N -3.49314 -1.03791 0.13615
C -4.56179 -1.25203 -0.65234
C -4.31868 -0.66330 -1.87153
C -3.04542 -0.12207 -1.74399
N -2.55437 -0.33803 -0.52280
H -5.66576 -2.67262 5.24120
H -6.56865 -2.71544 3.72948
H -6.27027 -1.17846 4.53392
H -3.25977 -2.63647 5.13325
H -1.19635 -2.32941 3.90350
H -0.36759 -4.05724 1.21001
H 1.57546 -5.29707 2.10263
H 3.47983 -5.33831 3.71118
H 4.04074 -3.84306 4.46921
H 4.46371 -4.19828 2.79625
H 2.95887 -1.69980 3.94158
H 3.04969 0.46453 3.10877
H 1.98309 2.81651 3.99884
H -0.71519 2.26891 4.13251
H -5.47004 -1.28917 1.75662
H -5.39847 -1.82855 -0.30463
H -4.94777 -0.68108 -2.74206
H -2.43388 0.36570 -2.48508
O 3.35702 -2.27432 0.03567
C 2.25855 -2.02308 -0.40146
O 1.65040 -0.87430 -0.19559
C 1.49868 -3.02127 -1.23009
C 2.11482 -4.24032 -1.44787
C 1.46361 -5.22673 -2.16285
C 0.18453 -5.03950 -2.64177
C -0.43396 -3.83333 -2.39532
C 0.19763 -2.76056 -1.73352
O -0.36045 -1.58846 -1.65057
N -1.83317 -3.72313 -2.83960
O -2.15974 -4.34996 -3.82759
O -2.57155 -2.99008 -2.21349
N 2.12882 -6.51615 -2.39620
O 3.23465 -6.67021 -1.92173
O 1.53091 -7.34563 -3.05087
H 3.10320 -4.40235 -1.04225
H -0.33303 -5.81918 -3.17979
*
```

Total energy   -89283.406 eV
LUMO   -0.19 eV
Energy relative to the best compared isomer or geometry (same formula, charge and spin)   18.1 kcal per mole